# 1
Molecular formula: C4H7O3P
Method: DFT, ωB97M-V/def2-TZVPD

ORCA input file:
```
! RIJCOSX wB97M-V def2-TZVPD def2/J DEFGRID3
* xyz 0 1
C -0.350 1.074 -1.949
C -0.162 -0.044 -0.997
O -0.217 -1.206 -1.276
P 0.678 0.511 0.662
C 1.765 -0.999 0.756
O -0.367 -0.268 1.712
C -1.628 0.178 1.763
O -2.062 0.937 0.957
H 0.583 1.236 -2.338
H -0.614 1.941 -1.409
H -1.013 0.790 -2.834
H 2.533 -0.977 -0.051
H 2.092 -1.103 1.743
H 0.905 -1.731 0.612
H -2.144 -0.338 2.649
*
```

SMILES ... CC(=O)P(C)OC=O
Frontier orbital gap ... 0.3506 Eh
HOMO ... -8.9 eV
Largest force on an atom ... 3.48 eV/Å
E_LUMO ... 0.63 eV

---

# 2
Molecular formula: C14H16I2MgN5OS2
Method: DFT, ωB97M-V/def2-TZVPD

ORCA input file:
```
! RIJCOSX wB97M-V def2-TZVPD def2/J DEFGRID3
* xyz 1 1
Mg -0.333 -2.539 -0.682
I -2.088 -1.701 1.763
C -0.613 -2.938 2.737
I -0.326 -4.904 1.764
H -0.899 -3.049 3.784
H 0.373 -2.419 2.652
C -2.154 -5.418 -4.322
O -2.500 -4.200 -3.698
C -1.694 -3.610 -2.785
S -0.173 -4.142 -2.576
S -2.348 -2.262 -2.015
H -2.963 -5.814 -4.875
H -1.847 -6.211 -3.604
H -1.263 -5.245 -4.913
C 0.072 0.751 -2.222
C 0.933 0.321 -1.126
N 0.983 -0.947 -0.654
C 1.912 -0.920 0.372
C 2.556 0.262 0.445
N 1.963 1.043 -0.578
C 2.121 2.457 -0.673
N 1.627 3.240 0.417
N 1.980 4.582 0.382
N 1.298 5.245 1.287
C 0.430 4.402 1.955
C -0.610 4.665 2.891
C -1.301 3.628 3.366
C -1.065 2.289 2.895
C -0.193 1.982 1.932
C 0.521 3.105 1.409
H -0.428 1.701 -2.004
H -0.679 -0.075 -2.273
H 0.571 0.727 -3.215
H 2.108 -1.827 0.969
H 3.443 0.609 0.939
H 1.636 2.814 -1.522
H 3.252 2.593 -0.738
H -0.732 5.640 3.330
H -1.991 3.741 4.192
H -1.604 1.466 3.440
H 0.024 0.958 1.551
*
```

Frontier orbital gap ... 0.2789 Eh
HOMO ... -11.8 eV
Largest force on an atom ... 4.51 eV/Å
E_LUMO ... -4.19 eV

---

# 3
Molecular formula: C5H12NO
Method: DFT, ωB97M-V/def2-TZVPD

ORCA input file:
```
! RIJCOSX wB97M-V def2-TZVPD def2/J DEFGRID3
* xyz -1 1
C 1.289 0.132 -0.377
N 0.271 -0.751 -0.776
C -1.027 -0.209 -0.927
C -1.816 -0.057 0.440
C -2.072 1.239 1.047
O -2.482 1.555 2.179
C 1.615 0.572 1.136
H 2.295 -0.332 -0.630
H 1.286 1.145 -0.869
H 1.983 -3.045 -2.284
H -1.118 0.753 -1.501
H -1.573 -1.014 -1.418
H -2.470 -0.835 0.829
H -0.978 0.267 1.205
H -1.867 2.107 0.385
H 1.660 -3.366 -2.869
H 2.537 1.140 1.147
H 0.707 1.025 1.533
H 1.759 -0.327 1.751
*
```

Frontier orbital gap ... 0.2227 Eh
HOMO ... -1.9 eV
Largest force on an atom ... 3.44 eV/Å
E_LUMO ... 4.12 eV

---

# 4
Molecular formula: C8H10NS2
Method: DFT, ωB97M-V/def2-TZVPD

ORCA input file:
```
! RIJCOSX wB97M-V def2-TZVPD def2/J DEFGRID3
* xyz 1 1
S -0.854 2.762 -0.204
C 0.235 1.341 -0.774
S 1.985 1.882 -1.283
N -0.521 0.733 -2.011
C -1.168 -0.562 -1.555
C -0.569 -0.784 -0.096
C -0.745 -1.917 0.629
C -0.056 -2.029 1.889
C 0.792 -1.032 2.313
C 0.838 0.153 1.619
C 0.218 0.204 0.362
H 0.252 3.319 0.331
H 2.402 1.405 -0.133
H 0.168 0.754 -2.794
H -1.130 1.421 -2.429
H -0.781 -1.348 -2.116
H -2.244 -0.534 -1.518
H -1.355 -2.677 0.143
H -0.148 -3.018 2.392
H 1.317 -1.099 3.197
H 1.365 1.028 2.040
*
```

SMILES ... SC1(S)[NH2+]Cc2ccccc21
Frontier orbital gap ... 0.3455 Eh
HOMO ... -12.9 eV
Largest force on an atom ... 3.20 eV/Å
E_LUMO ... -3.47 eV

---

# 5
Molecular formula: C31H44BaBrN3OP2
Method: DFT, ωB97M-V/def2-TZVPD

ORCA input file:
```
! RIJCOSX wB97M-V def2-TZVPD def2/J DEFGRID3
* xyz 2 1
C 2.228 4.042 -1.557
C 1.252 3.457 -2.382
C 1.503 3.309 -3.751
C 2.775 3.663 -4.220
N 3.717 4.185 -3.426
C 3.467 4.353 -2.124
C 0.022 3.013 -1.811
C -0.980 2.811 -1.139
C -2.168 2.761 -0.338
C -2.571 1.504 0.157
C -3.827 1.368 0.814
C -4.411 2.550 1.094
C -4.105 3.818 0.752
C -2.892 3.921 -0.004
Ba -3.262 2.415 3.501
P 1.893 -0.384 -0.323
H 0.719 2.938 -4.413
H 2.015 4.251 -0.509
H 3.024 3.500 -5.271
H 4.258 4.735 -1.476
H -2.532 4.891 -0.361
H -1.930 0.640 -0.031
H -4.707 4.690 1.013
H -4.205 0.393 1.136
C 2.638 -2.066 -0.046
C 3.752 -2.565 -0.956
H 1.772 -2.744 -0.119
H 2.968 -2.084 1.003
H 4.010 -3.591 -0.661
H 3.454 -2.601 -2.010
H 4.671 -1.973 -0.868
C 2.197 -0.006 -2.124
C 3.603 0.386 -2.569
H 1.501 0.820 -2.345
H 1.846 -0.875 -2.703
H 3.582 0.602 -3.648
H 3.955 1.300 -2.072
H 4.340 -0.414 -2.416
C 3.055 0.771 0.551
C 4.510 0.357 0.715
H 2.594 0.894 1.545
H 2.978 1.748 0.049
H 5.017 1.093 1.349
H 4.612 -0.617 1.203
H 5.054 0.331 -0.236
Br -4.439 2.698 6.138
P -0.967 -1.449 -1.781
C -0.178 -2.643 -2.960
C -0.937 -3.914 -3.325
H 0.780 -2.914 -2.482
H 0.072 -2.080 -3.871
H -0.278 -4.537 -3.945
H -1.215 -4.506 -2.445
H -1.838 -3.715 -3.919
C -2.145 -2.492 -0.796
C -3.515 -2.822 -1.373
H -2.267 -1.940 0.151
H -1.606 -3.418 -0.550
H -4.050 -3.444 -0.645
H -4.127 -1.930 -1.548
H -3.458 -3.397 -2.305
C -2.082 -0.405 -2.840
C -2.490 -0.947 -4.204
H -1.531 0.542 -2.960
H -2.974 -0.158 -2.245
H -3.103 -0.182 -4.700
H -1.628 -1.147 -4.851
H -3.101 -1.857 -4.144
N -0.643 -1.630 8.605
C -0.129 -2.008 7.388
O 0.683 -2.917 7.258
C -0.715 -1.252 6.236
C -1.968 -0.647 6.349
C -2.481 0.021 5.237
N -1.750 0.279 4.133
C -0.592 -0.417 3.970
C -0.068 -1.207 4.990
H -0.188 -2.000 9.425
H -1.101 -0.735 8.700
H -2.583 -0.668 7.245
H -3.524 0.379 5.277
H -0.099 -0.350 2.994
H 0.840 -1.785 4.816
*
```

Frontier orbital gap (spin up / spin down) ... 0.2424 / 0.1965 Eh
HOMO (spin up / spin down) ... -13.6 / -13.6 eV
Largest force on an atom ... 2.45 eV/Å
E_LUMO (spin up / spin down) ... -6.97 / -8.21 eV

---

# 6
Molecular formula: C9H14BNO4
Method: DFT, ωB97M-V/def2-TZVPD

ORCA input file:
```
! RIJCOSX wB97M-V def2-TZVPD def2/J DEFGRID3
* xyz 0 1
C 2.231 -1.707 0.263
C 2.046 -0.259 -0.223
C 2.685 -0.181 -1.639
C 2.761 0.727 0.731
O 0.659 0.151 -0.516
C -0.134 0.046 0.586
O 0.158 -0.085 1.757
C -1.532 0.458 0.101
B -2.289 -0.833 -0.566
O -3.495 -0.802 -1.163
O -1.689 -1.977 -0.226
C -2.680 0.817 1.491
C -3.172 1.985 1.011
C -2.569 2.351 -0.193
N -1.680 1.594 -0.685
H 3.178 -1.956 0.597
H 1.543 -1.891 1.089
H 1.875 -2.288 -0.642
H 2.163 0.472 -2.317
H 2.657 -1.207 -2.134
H 3.639 0.103 -1.444
H 2.587 1.781 0.370
H 2.389 0.700 1.730
H 3.736 0.443 0.648
H -3.819 -1.736 -1.407
H -2.042 -2.842 -0.121
H -2.464 0.182 2.257
H -3.933 2.648 1.375
H -2.808 3.306 -0.730
*
```

SMILES ... CC(C)(C)OC(=O)[C@@]1(B(O)O)C=CC=N1
Frontier orbital gap ... 0.3382 Eh
HOMO ... -9.0 eV
Largest force on an atom ... 6.53 eV/Å
E_LUMO ... 0.17 eV

---

Calculated relative energy (zero: lowest compared OMol25 entry of this formula, charge and spin) in order - 29.5 27.4 86.1 3.4 0.0 57.8 kcal per mole